Formula: C7H7N4
Source: the OMol25 dataset
Level of theory: ωB97M-V/def2-TZVPD

Geometry as XYZ:
```
18
Properties=species:S:1:pos:R:3
C 0.888 -0.927 2.337
C 0.107 -0.752 1.240
C 0.509 -0.262 -0.004
N 1.709 0.063 -0.459
C 1.600 0.456 -1.785
N 0.383 0.578 -2.138
C -0.430 0.146 -1.079
C -1.115 1.388 -0.363
N -2.260 0.980 -0.091
C -2.509 -0.339 -0.556
N -1.509 -0.765 -1.211
H 0.426 -1.056 3.301
H 1.949 -0.756 2.353
H -1.010 -0.937 1.260
H 2.692 -0.065 -0.138
H 2.532 0.800 -2.181
H -0.700 2.397 -0.093
H -3.263 -0.949 -0.394
```

Calculated values
Energy above the lowest of the compared OMol25 structures with the same formula, charge and spin (eV): 3.881
Charge: +1
2S+1: 1
Lowest unoccupied orbital energy (Ha): -0.221
Highest occupied orbital energy (eV): -14.253
E (Eh): -489.59518
SMILES: C=CC1=[NH+]C=N[C@]12C=NC=N2

Atom charges from the natural (NBO) analysis, given in e for atoms 1 to 8: atom 1 (C): -0.14, atom 2 (C): -0.33, atom 3 (C): 0.42, atom 4 (N): -0.51, atom 5 (C): 0.26, atom 6 (N): -0.32, atom 7 (C): 0.06, atom 8 (C): 0.16